No. 1
ORCA calculation (the ωB97M-V functional and the def2-TZVPD basis) on C38H56CrN7O3PSeTe2 as an isolated structure.

```
! RIJCOSX wB97M-V def2-TZVPD def2/J DEFGRID3
* xyz -2 5
Cr 0.232 -0.218 0.024
C 0.439 0.568 9.394
C 0.323 0.421 7.897
C -0.618 1.132 7.167
C -0.772 0.956 5.792
C -1.791 1.794 5.064
C 0.009 0.011 5.105
Te -0.427 -0.551 3.105
C 1.024 -0.649 5.827
C 1.977 -1.594 5.137
C 1.157 -0.444 7.197
H -0.261 1.317 9.766
H 1.448 0.871 9.689
H 0.221 -0.377 9.897
H -1.256 1.845 7.683
H -2.224 2.549 5.725
H -2.591 1.167 4.661
H -1.317 2.298 4.217
H 2.369 -1.134 4.227
H 1.462 -2.509 4.830
H 2.811 -1.856 5.795
H 1.932 -0.983 7.739
N -3.368 3.256 -0.331
C -2.867 3.032 1.059
C -1.586 2.222 0.988
N -1.728 0.949 0.249
C -2.367 1.177 -1.052
C -3.677 1.935 -0.964
H -2.614 3.671 -0.895
H -4.185 3.905 -0.352
H -3.653 2.512 1.605
H -2.676 4.000 1.520
H -1.237 1.979 1.986
H -0.838 2.838 0.503
H -2.284 0.303 0.801
H -2.529 0.231 -1.551
H -1.678 1.757 -1.660
H -4.408 1.416 -0.346
H -4.071 2.110 -1.963
N 3.370 -0.465 -0.096
N 2.200 -0.888 0.632
H 3.928 0.096 0.535
H 3.032 0.183 -0.797
H 2.105 -0.271 1.452
H 2.372 -1.824 0.967
Se 2.769 2.894 3.102
N 2.291 4.311 2.053
C 1.804 3.803 0.933
C 1.327 4.548 -0.159
C 0.903 3.838 -1.305
C 0.860 2.472 -1.318
N 1.168 1.672 -0.231
C 1.739 2.324 0.840
N 2.246 1.667 1.856
H 1.356 5.629 -0.135
H 0.604 4.372 -2.199
H 0.570 1.942 -2.210
C 1.363 -2.654 -1.979
C 0.564 -3.367 -0.878
C -0.168 -4.552 -1.569
C -0.371 -2.391 -0.079
C 1.495 -4.036 0.140
C 2.879 -4.056 -0.003
C 3.693 -4.711 0.919
C 3.136 -5.358 2.007
C 1.753 -5.359 2.160
C 0.948 -4.715 1.236
H 0.676 -2.042 -2.563
H 1.848 -3.373 -2.654
H 2.126 -1.993 -1.568
H -0.645 -4.245 -2.497
H -0.928 -4.992 -0.919
H 0.565 -5.326 -1.814
H -0.304 -2.635 0.978
H 3.347 -3.552 -0.839
H 4.768 -4.705 0.785
H 3.769 -5.857 2.731
H 1.299 -5.851 3.013
H -0.128 -4.732 1.363
C 2.733 -0.282 -4.156
C 1.564 -0.679 -5.037
O 0.649 0.414 -5.196
P -0.637 0.445 -4.200
O -0.221 0.005 -2.837
Te -1.711 2.477 -4.711
O -1.510 -0.825 -4.768
C -2.012 -0.815 -6.103
C -2.571 -2.193 -6.402
H 3.378 -1.143 -3.964
H 2.352 0.087 -3.203
H 3.320 0.506 -4.632
H 1.054 -1.546 -4.610
H 1.902 -0.948 -6.039
H -1.214 -0.564 -6.808
H -2.784 -0.051 -6.206
H -1.810 -2.954 -6.210
H -2.888 -2.257 -7.446
H -3.428 -2.403 -5.758
C -4.585 -2.113 -1.106
C -4.149 -2.142 0.219
C -2.804 -2.273 0.524
C -1.787 -2.312 -0.463
C -2.271 -2.317 -1.794
C -3.620 -2.226 -2.098
H -5.636 -2.029 -1.353
H -4.870 -2.097 1.028
H -2.511 -2.361 1.565
H -1.571 -2.324 -2.617
H -3.924 -2.220 -3.141
*
```

As for the energy relative to the best compared isomer or geometry (same formula, charge and spin): 0.0000 eV. For the LUMO energy (spin up / spin down), the calculation gives 3.05 / 3.05 eV. The expectation value of S² is 6.023.

No. 2
ORCA calculation (the ωB97M-V functional and the def2-TZVPD basis) on a 10-piece molecular cluster, C38H56O30 overall.

```
! RIJCOSX wB97M-V def2-TZVPD def2/J DEFGRID3
* xyz 0 1
C -9.867 -1.049 5.762
C -8.891 0.048 6.270
C -8.020 0.736 5.197
O -8.402 2.113 5.336
C -9.259 2.228 6.422
O -9.633 3.312 6.856
O -9.481 1.084 6.971
H -10.370 -1.524 6.604
H -9.350 -1.811 5.179
H -10.674 -0.681 5.128
H -8.287 -0.468 7.016
H -8.231 0.377 4.189
H -6.965 0.593 5.431
C 1.291 6.419 -5.988
C 1.236 5.299 -7.078
C 0.385 4.121 -6.701
O -0.545 3.933 -7.712
C -0.442 4.927 -8.580
O -1.009 4.985 -9.679
O 0.518 5.804 -8.127
H 1.819 7.301 -6.351
H 1.604 6.050 -5.012
H 0.242 6.648 -5.799
H 2.196 5.016 -7.511
H -0.112 4.229 -5.737
H 1.048 3.255 -6.699
C 10.548 5.354 -3.474
C 9.874 4.040 -3.021
C 9.910 3.730 -1.558
O 8.571 3.379 -1.288
C 7.754 3.614 -2.358
O 6.526 3.432 -2.413
O 8.485 4.100 -3.320
H 11.577 5.420 -3.119
H 10.025 6.230 -3.093
H 10.652 5.396 -4.558
H 10.200 3.206 -3.642
H 10.250 4.563 -0.942
H 10.510 2.837 -1.384
C -2.308 -8.752 1.560
C -3.584 -8.297 1.042
C -3.574 -7.151 0.001
O -4.430 -7.583 -0.995
C -4.628 -8.869 -0.865
O -5.131 -9.514 -1.784
O -4.135 -9.350 0.284
H -2.000 -8.123 2.395
H -1.519 -8.784 0.808
H -2.371 -9.719 2.060
H -4.322 -8.032 1.799
H -2.568 -6.962 -0.375
H -3.859 -6.160 0.354
C 7.208 -4.029 -2.284
C 5.846 -4.171 -1.668
C 5.111 -5.444 -2.261
O 4.752 -6.157 -1.068
C 5.162 -5.549 0.033
O 4.915 -5.789 1.207
O 5.947 -4.535 -0.295
H 7.019 -3.562 -3.251
H 7.645 -5.022 -2.384
H 7.838 -3.324 -1.740
H 5.350 -3.234 -1.921
H 5.745 -6.096 -2.862
H 4.200 -5.245 -2.827
C -1.791 6.157 5.778
C -2.654 6.739 4.665
C -2.008 8.054 4.115
O -1.947 7.777 2.749
C -2.138 6.529 2.427
O -2.137 6.163 1.278
O -2.465 5.813 3.552
H -2.018 6.612 6.742
H -0.731 6.235 5.536
H -2.059 5.114 5.949
H -3.699 6.804 4.967
H -1.071 8.192 4.655
H -2.584 8.976 4.197
C -7.264 -0.264 -1.982
C -6.746 1.141 -1.987
C -6.251 1.544 -3.362
O -7.058 2.689 -3.465
C -7.879 2.914 -2.423
O -8.603 3.888 -2.300
O -7.812 1.956 -1.689
H -6.477 -1.012 -2.080
H -8.029 -0.426 -2.741
H -7.794 -0.431 -1.044
H -5.865 1.211 -1.348
H -6.472 0.792 -4.119
H -5.205 1.813 -3.512
C -1.038 -7.914 -6.202
C -1.237 -6.602 -7.031
C -2.597 -6.179 -7.422
O -2.657 -4.831 -7.111
C -1.636 -4.538 -6.233
O -1.554 -3.564 -5.486
O -0.755 -5.444 -6.305
H -1.335 -8.789 -6.780
H -1.675 -7.818 -5.322
H -0.009 -8.121 -5.908
H -0.653 -6.647 -7.950
H -3.369 -6.761 -6.918
H -2.695 -6.444 -8.474
O -1.424 -1.927 3.511
C -0.718 -1.141 2.895
O -0.112 -1.265 1.702
C 0.565 -0.037 1.438
C 0.677 0.641 2.778
O -0.379 0.106 3.429
H 1.464 -0.136 0.829
H -0.130 0.482 0.778
H 0.541 1.714 2.644
H 1.632 0.380 3.232
O 7.496 0.856 8.473
C 8.295 1.404 9.248
O 8.612 0.855 10.412
C 9.507 1.750 11.058
C 9.114 3.105 10.415
O 8.685 2.647 9.165
H 9.400 1.624 12.135
H 10.520 1.466 10.770
H 9.889 3.872 10.414
H 8.335 3.485 11.077
*
```

As for the energy relative to the best compared isomer or geometry (same formula, charge and spin): 5.6127 eV. For the LUMO energy, the calculation gives 0.10 eV. The SMILES is C[C@H]1COC(=O)O1.C[C@H]1COC(=O)O1.C[C@H]1COC(=O)O1.C[C@H]1COC(=O)O1.C[C@H]1COC(=O)O1.C[C@H]1COC(=O)O1.C[C@H]1COC(=O)O1.C[C@H]1COC(=O)O1.O=C1OCCO1.O=C1OCCO1.